A cluster of 2 separate species, C4H8O2 in total. Source: the OMol25 dataset; level of theory: ωB97M-V/def2-TZVPD.

Atoms and positions in Å:
O  -1.563  1.288  1.031
C  -0.975  0.094  0.519
C  -0.481  0.228  -0.946
C  0.973  0.489  -0.772
O  1.315  0.208  0.444
C  0.311  -0.280  1.197
H  -0.857  1.942  1.123
H  -1.764  -0.655  0.603
H  -1.015  1.005  -1.505
H  -0.639  -0.737  -1.453
H  1.740  0.858  -1.436
H  1.403  -2.058  -0.861
H  1.047  -2.149  -0.205
H  0.506  -0.234  2.260

Maximum force   0.9 eV/Å
Orbital gap (alpha / beta)   7.81 / 8.34 eV
Molecular weight   88.11 u
HOMO (alpha / beta)   -7.34 / -7.67 eV
ΔE to the lowest compared entry with this formula, charge and spin   111.7 kcal/mol

A structure of composition C21H43N2P3PdSe. Source: the OMol25 dataset; level of theory: ωB97M-V/def2-TZVPD.

Atoms and positions in Å:
Pd  -0.369  0.712  -0.440
P  -1.078  -1.173  1.019
P  -2.067  2.116  -1.458
P  0.144  1.886  1.621
H  4.419  -1.208  -0.508
C  4.136  -1.220  0.548
C  3.394  -2.210  1.087
H  3.087  -3.100  0.550
C  -0.994  -2.848  0.306
C  -2.876  -0.900  1.211
C  -0.502  -1.590  2.710
C  -1.450  3.516  -2.437
C  -3.169  1.217  -2.605
C  -3.169  2.863  -0.205
C  1.509  1.223  2.626
C  -1.240  1.995  2.807
C  0.650  3.621  1.422
H  4.461  -0.392  1.180
H  3.170  -2.182  2.158
H  0.031  -3.060  -0.017
H  -1.683  -2.955  -0.538
H  -1.286  -3.560  1.091
H  -3.322  -0.675  0.234
H  -3.070  -0.059  1.893
H  -3.331  -1.816  1.618
H  0.584  -1.749  2.705
H  -1.005  -2.530  3.001
H  -0.761  -0.829  3.455
H  -2.257  3.868  -3.112
H  -0.569  3.217  -3.010
H  -1.146  4.331  -1.770
H  -3.921  1.908  -3.028
H  -3.679  0.405  -2.072
H  -2.576  0.784  -3.415
H  -4.037  3.328  -0.701
H  -2.619  3.618  0.373
H  -3.522  2.086  0.492
H  1.726  1.962  3.408
H  2.389  1.061  2.006
H  1.233  0.278  3.099
H  -0.936  2.677  3.615
H  -1.478  1.025  3.247
H  -2.138  2.396  2.324
H  0.923  4.018  2.417
H  -0.172  4.215  1.012
H  1.506  3.685  0.730
C  3.785  2.890  -1.565
C  4.752  1.922  -1.183
C  6.116  2.188  -1.290
C  6.559  3.433  -1.762
C  5.627  4.412  -2.107
C  4.254  4.157  -1.989
Se  1.937  2.529  -1.595
H  1.172  0.585  -0.333
H  4.396  0.947  -0.836
H  6.849  1.416  -1.010
H  7.629  3.630  -1.849
H  5.961  5.382  -2.478
H  3.530  4.917  -2.256
C  1.949  -2.982  -4.057
N  0.942  -2.208  -3.356
C  -0.420  -2.442  -3.416
C  -1.004  -1.494  -2.629
N  -0.020  -0.728  -2.042
C  1.149  -1.147  -2.525
H  1.804  -4.038  -3.878
H  1.907  -2.804  -5.133
H  2.941  -2.688  -3.723
H  -0.860  -3.222  -4.015
H  -2.068  -1.338  -2.450
H  2.133  -0.720  -2.348

Maximum force   2.6 eV/Å
Charge   +4
Orbital gap (alpha / beta)   7.54 / 4.34 eV
Molecular weight   601.89 u
Multiplicity   5
HOMO (alpha / beta)   -19.98 / -19.99 eV
ΔE to the lowest compared entry with this formula, charge and spin   40.8 kcal/mol

A cluster of 9 separate species, C36H81B2F10N10O10S2 in total. Source: the OMol25 dataset; level of theory: ωB97M-V/def2-TZVPD.

Atoms and positions in Å:
C  3.217  6.474  0.362
C  2.975  5.019  0.743
N  2.385  4.234  -0.323
C  3.093  3.911  -1.479
C  2.248  3.169  -2.263
N  0.995  3.138  -1.659
C  1.100  3.794  -0.474
C  -0.273  2.576  -2.143
H  2.352  7.129  0.266
H  3.634  6.538  -0.645
H  3.956  6.928  1.020
H  2.376  5.014  1.654
H  3.943  4.589  0.999
H  4.068  4.351  -1.617
H  2.257  2.830  -3.287
H  0.298  3.814  0.249
H  -0.021  1.748  -2.802
H  -0.750  3.290  -2.818
H  -1.034  2.509  -1.367
C  1.643  2.792  6.312
C  0.878  1.512  6.701
N  0.025  0.989  5.623
C  -0.395  1.652  4.491
C  -1.124  0.717  3.698
N  -1.157  -0.459  4.441
C  -0.521  -0.222  5.607
C  -1.714  -1.704  4.030
H  0.956  3.640  6.282
H  2.182  2.821  5.365
H  2.394  3.024  7.066
H  0.356  1.596  7.653
H  1.598  0.705  6.846
H  -0.193  2.681  4.243
H  -1.557  0.717  2.711
H  -0.409  -0.959  6.386
H  -2.453  -1.494  3.257
H  -2.308  -2.158  4.821
H  -0.947  -2.285  3.519
C  -0.741  7.636  -1.035
C  -2.257  7.516  -0.995
N  -2.782  6.189  -0.920
C  -3.313  5.555  -2.009
C  -3.666  4.255  -1.557
N  -3.486  4.263  -0.182
C  -2.978  5.473  0.201
C  -3.848  3.192  0.767
H  -0.223  7.343  -0.123
H  -0.399  8.610  -1.387
H  -0.355  7.115  -1.914
H  -2.643  7.956  -1.914
H  -2.775  8.068  -0.211
H  -3.466  6.045  -2.957
H  -4.137  3.429  -2.067
H  -2.655  5.721  1.200
H  -3.038  2.771  1.361
H  -4.319  2.378  0.220
H  -4.550  3.676  1.445
C  3.068  -5.014  -2.603
O  3.528  -4.714  -1.318
C  4.661  -3.848  -1.247
C  4.903  -3.297  0.146
N  3.541  -2.867  0.797
H  2.969  -3.695  0.925
H  3.762  -2.683  1.780
C  2.689  -1.761  0.177
C  3.284  -0.396  0.446
O  4.568  -0.284  -0.168
C  5.277  0.940  -0.013
H  2.375  -5.844  -2.455
H  3.845  -5.503  -3.196
H  2.612  -4.249  -3.235
H  4.540  -3.001  -1.928
H  5.521  -4.342  -1.702
H  5.480  -2.376  0.090
H  5.321  -3.990  0.875
H  1.686  -1.888  0.581
H  2.591  -1.900  -0.900
H  3.308  -0.127  1.503
H  2.622  0.383  0.060
H  5.317  1.295  1.017
H  4.936  1.738  -0.679
H  6.326  1.007  -0.304
C  4.167  -0.030  -3.440
O  2.980  -0.795  -3.536
C  2.203  -0.608  -4.693
C  1.056  -1.567  -4.699
N  0.009  -1.075  -3.679
H  0.443  -0.990  -2.764
H  -0.274  -0.142  -3.952
C  -1.257  -1.956  -3.661
C  -0.955  -3.373  -3.184
O  -0.751  -3.187  -1.776
C  -0.439  -4.384  -1.144
H  3.971  0.916  -2.933
H  4.598  0.132  -4.430
H  4.949  -0.539  -2.879
H  2.852  -0.821  -5.547
H  2.063  0.463  -4.865
H  1.425  -2.546  -4.397
H  0.533  -1.700  -5.645
H  -1.769  -1.964  -4.623
H  -1.864  -1.384  -2.960
H  -0.072  -3.809  -3.655
H  -1.796  -4.035  -3.392
H  0.554  -4.721  -1.445
H  -1.148  -5.213  -1.190
H  -0.368  -4.144  -0.082
C  -4.835  -5.989  -0.964
O  -3.901  -5.134  -0.369
C  -4.463  -4.374  0.682
C  -3.552  -3.163  1.033
N  -3.192  -2.384  -0.227
H  -2.355  -1.844  -0.032
H  -2.897  -2.936  -1.026
C  -4.270  -1.424  -0.762
C  -4.888  -1.915  -2.113
O  -4.163  -3.003  -2.656
C  -4.664  -3.682  -3.837
H  -4.288  -6.394  -1.815
H  -5.779  -5.534  -1.271
H  -5.166  -6.840  -0.364
H  -4.590  -5.018  1.553
H  -5.423  -4.009  0.311
H  -2.565  -3.556  1.283
H  -3.884  -2.463  1.799
H  -3.844  -0.429  -0.909
H  -4.896  -1.092  0.067
H  -4.946  -1.068  -2.799
H  -5.918  -2.201  -1.893
H  -4.698  -2.954  -4.649
H  -5.669  -4.052  -3.629
H  -4.038  -4.529  -4.111
N  3.687  -2.380  3.487
S  2.669  -1.312  4.400
O  3.096  0.032  4.699
O  1.852  -2.006  5.405
F  1.575  -1.089  3.205
S  5.002  -1.629  3.688
O  5.449  -1.596  5.055
O  5.362  -0.561  2.754
F  5.974  -2.783  3.046
B  -4.915  0.452  2.753
F  -4.425  1.285  3.735
F  -4.161  0.501  1.600
F  -4.867  -0.859  3.272
F  -6.201  0.866  2.473
B  -0.699  -0.171  0.308
F  0.201  0.494  1.129
F  -0.194  -0.306  -0.965
F  -0.940  -1.422  0.864
F  -1.862  0.552  0.325

Maximum force   8.1 eV/Å
Charge   +3
Orbital gap   8.14 eV
Molecular weight   1089.84 u
HOMO   -15.02 eV
ΔE to the lowest compared entry with this formula, charge and spin   4.9 kcal/mol

An isolated molecule of C5H13NO. Source: the OMol25 dataset; level of theory: ωB97M-V/def2-TZVPD.

Atoms and positions in Å:
C  0.132  -1.453  -1.321
N  0.023  -0.397  -0.334
C  -1.071  0.597  -0.341
C  -1.325  1.061  1.061
C  -0.037  1.556  1.764
O  0.742  2.309  0.836
C  1.405  -2.279  -1.194
H  -0.705  -2.149  -1.217
H  -0.009  -1.132  -2.365
H  0.854  0.176  -0.451
H  -0.844  1.450  -0.983
H  -1.928  0.142  -0.857
H  -2.024  1.904  1.068
H  -1.816  0.319  1.695
H  0.545  0.690  2.074
H  -0.383  2.117  2.641
H  1.325  2.878  1.362
H  1.531  -2.662  -0.182
H  1.235  -3.239  -1.700
H  2.348  -1.885  -1.557

Maximum force   1.8 eV/Å
Orbital gap   9.45 eV
Molecular weight   103.16 u
SMILES string   CCNCCCO
HOMO   -8.55 eV
ΔE to the lowest compared entry with this formula, charge and spin   31.6 kcal/mol

A structure of composition C40H40IrN4P2S2. Source: the OMol25 dataset; level of theory: ωB97M-V/def2-TZVPD.

Atoms and positions in Å:
Ir  -0.206  1.733  -0.449
S  1.514  0.454  -2.155
P  1.037  -1.172  -1.058
C  0.184  -0.315  0.195
P  -0.505  -0.519  1.777
S  -0.766  1.452  2.156
C  0.520  -1.183  3.109
C  1.889  -0.924  3.107
C  2.658  -1.265  4.205
C  2.058  -1.850  5.314
C  0.700  -2.133  5.304
C  -0.077  -1.797  4.206
C  -2.079  -1.403  1.785
C  -2.109  -2.796  1.723
C  -3.326  -3.453  1.729
C  -4.510  -2.729  1.806
C  -4.477  -1.343  1.854
C  -3.263  -0.673  1.831
C  2.568  -2.053  -0.646
C  2.790  -3.372  -1.028
C  4.014  -3.968  -0.756
C  5.007  -3.259  -0.101
C  4.783  -1.947  0.299
C  3.573  -1.345  0.012
C  -0.054  -2.320  -1.922
C  -0.514  -1.999  -3.194
C  -1.348  -2.883  -3.861
C  -1.727  -4.073  -3.258
C  -1.285  -4.380  -1.977
C  -0.451  -3.506  -1.303
H  2.346  -0.481  2.230
H  3.724  -1.079  4.202
H  2.654  -2.093  6.182
H  0.245  -2.619  6.155
H  -1.138  -2.007  4.200
H  -1.186  -3.363  1.693
H  -3.353  -4.533  1.682
H  -5.457  -3.249  1.829
H  -5.398  -0.779  1.917
H  -3.229  0.407  1.867
H  2.026  -3.930  -1.550
H  4.192  -4.990  -1.062
H  5.964  -3.723  0.093
H  5.559  -1.403  0.823
H  3.405  -0.305  0.269
H  -0.208  -1.071  -3.659
H  -1.701  -2.642  -4.854
H  -2.374  -4.763  -3.780
H  -1.588  -5.304  -1.503
H  -0.099  -3.750  -0.308
N  4.533  3.626  1.583
C  4.545  2.813  0.323
C  3.143  2.785  -0.285
N  2.120  2.321  0.648
C  2.156  3.067  1.902
C  3.535  3.071  2.556
H  4.279  4.592  1.358
H  5.467  3.650  1.996
H  4.882  1.809  0.584
H  5.250  3.248  -0.382
H  3.151  2.126  -1.153
H  2.868  3.785  -0.632
H  2.232  1.327  0.835
H  1.430  2.639  2.592
H  1.850  4.097  1.705
H  3.851  2.060  2.815
H  3.524  3.686  3.455
N  -0.804  4.260  -2.257
C  -0.694  5.561  -2.557
C  0.094  6.133  -1.580
C  0.405  5.080  -0.717
N  -0.137  3.946  -1.143
H  -1.339  3.546  -2.732
H  -1.168  6.000  -3.417
H  0.398  7.161  -1.502
H  0.964  5.115  0.200
C  -1.970  1.508  -1.403
C  -3.016  1.195  -1.932
C  -4.254  0.887  -2.564
C  -4.437  1.136  -3.930
C  -5.659  0.888  -4.527
C  -6.715  0.386  -3.778
C  -6.537  0.118  -2.427
C  -5.319  0.362  -1.821
H  -3.611  1.529  -4.508
H  -5.792  1.094  -5.581
H  -7.674  0.209  -4.245
H  -7.358  -0.276  -1.843
H  -5.173  0.161  -0.768

Maximum force   3.3 eV/Å
Charge   +2
Orbital gap (alpha / beta)   6.11 / 5.14 eV
Molecular weight   895.09 u
Multiplicity   2
HOMO (alpha / beta)   -11.86 / -11.84 eV
ΔE to the lowest compared entry with this formula, charge and spin   62.3 kcal/mol

An isolated molecule of CH2FNOS. Source: the OMol25 dataset; level of theory: ωB97M-V/def2-TZVPD.

Atoms and positions in Å:
C  0.921  0.325  0.275
N  -0.269  -0.285  0.066
O  1.437  1.304  0.658
F  1.908  -0.877  -0.224
S  -1.584  0.750  -0.397
H  0.001  -1.135  -0.512
H  -2.414  -0.082  0.134

Maximum force   3.2 eV/Å
Orbital gap   10.39 eV
Molecular weight   95.10 u
SMILES string   O=C(F)NS
HOMO   -10.31 eV
ΔE to the lowest compared entry with this formula, charge and spin   16.4 kcal/mol